Entry 1:
# C20H27N3O4

A single C20H27N3O4 molecule (ωB97M-V/def2-TZVPD, the OMol25 dataset).

Geometry as XYZ:
```
54
Properties=species:S:1:pos:R:3:forces:R:3
C 3.413274 -2.435864 2.069084 0.02 -0.03 -0.04
C 3.048650 -1.912425 0.713477 -0.03 0.00 -0.03
C 3.625901 -0.757924 0.205516 -0.01 -0.02 0.06
C 3.276980 -0.283192 -1.046996 -0.04 -0.05 -0.09
C 2.333616 -0.948629 -1.817984 0.06 0.05 -0.09
C 1.866546 -0.389459 -3.137849 -0.16 -0.15 0.03
N 0.752696 0.521985 -2.962441 0.09 0.22 -0.23
C 0.944419 1.835725 -2.385884 0.18 0.09 0.12
C -0.492354 2.320977 -2.156954 -0.04 0.22 -0.05
N -1.241248 1.087525 -2.191347 -0.04 0.11 0.14
C -2.668549 1.061246 -2.028037 -0.07 0.00 -0.08
C -3.063533 1.428199 -0.594256 -0.09 -0.15 -0.35
O -3.682098 2.452399 -0.366605 -0.11 0.37 -0.10
N -2.693474 0.575716 0.383774 -0.10 -0.11 0.31
C -1.877378 -0.607449 0.246519 0.43 -0.16 -0.16
C -0.466870 -0.330183 0.765057 -0.10 -0.16 0.52
C -0.509680 0.146103 2.217885 -0.10 0.37 -0.54
C -1.488176 1.328856 2.364327 0.13 -0.45 0.04
C -2.850424 0.975177 1.766924 -0.09 0.40 0.24
O -0.875311 -0.931764 3.056262 -0.14 -0.11 -0.34
C -0.221031 -0.760159 4.291931 0.11 0.09 0.34
C 0.940624 0.208587 3.986101 0.00 -0.01 0.28
O 0.795910 0.518521 2.617926 -0.04 -0.06 -0.27
C -0.513737 0.059729 -2.724251 -0.09 0.17 -0.04
O -0.933151 -1.057951 -2.941993 -0.07 -0.53 -0.10
C 1.758879 -2.109965 -1.315925 0.05 -0.06 -0.01
C 2.117881 -2.587228 -0.069608 0.13 0.01 -0.05
H 4.035387 -1.724518 2.606676 0.04 0.01 0.08
H 2.514809 -2.631145 2.652520 -0.04 -0.02 0.11
H 3.961004 -3.373962 1.977618 0.04 -0.05 0.08
H 4.355344 -0.220764 0.794712 0.07 0.04 0.08
H 3.750304 0.610881 -1.429727 0.04 0.10 -0.05
H 1.508214 -1.195710 -3.781767 0.14 0.08 -0.01
H 2.668522 0.154474 -3.644785 -0.06 -0.09 -0.01
H 1.500261 2.476770 -3.075632 -0.04 0.01 0.12
H 1.500849 1.771391 -1.440343 -0.07 0.03 -0.07
H -0.622091 2.830241 -1.198139 0.06 0.02 -0.08
H -0.826513 2.999309 -2.954085 0.03 -0.04 0.08
H -3.016670 0.061645 -2.299011 0.03 0.07 0.01
H -3.145359 1.798127 -2.687385 0.01 -0.12 0.16
H -1.834879 -0.952069 -0.783858 -0.08 -0.04 0.06
H -2.323923 -1.396699 0.860744 -0.02 -0.01 -0.12
H 0.018757 0.444649 0.173547 0.02 0.06 -0.10
H 0.138849 -1.233301 0.710727 0.02 0.07 0.06
H -1.600540 1.586430 3.418287 0.03 0.05 0.08
H -1.060065 2.185982 1.842498 -0.02 0.05 0.00
H -3.518434 1.837422 1.796923 0.05 -0.19 0.05
H -3.292175 0.144833 2.326007 -0.03 0.05 -0.03
H -0.906116 -0.340904 5.039630 0.09 -0.07 -0.05
H 0.120185 -1.740618 4.630473 -0.03 0.10 0.03
H 0.877114 1.117890 4.596065 0.04 -0.11 -0.02
H 1.922020 -0.250119 4.124385 -0.06 0.05 0.06
H 1.014938 -2.627410 -1.902754 -0.09 -0.06 -0.08
H 1.665776 -3.494280 0.307040 -0.07 -0.09 0.05
```
Positions in Å, forces in eV/Å.

Calculated values
Energy relative to the best compared isomer or geometry (same formula, charge and spin) (kJ/mol): 125.3
Orbital gap (eV): 9.50
HOMO (hartree): -0.3224
Total charge: 0
Total energy (Eh): -1243.598999

Results of the Löwdin charge analysis, in e, for atoms 1 through 8: number 1, C, carries -0.046; number 2, C, carries -0.283; number 3, C, carries -0.037; number 4, C, carries -0.043; number 5, C, carries -0.209; number 6, C, carries -0.097; number 7, N, carries -0.032; number 8, C, carries -0.110

Entry 2:
# C30H29F10N7O7RuS3

A molecular structure, C30H29F10N7O7RuS3 at a distorted geometry (ωB97M-V/def2-TZVPD, the OMol25 dataset).

Geometry as XYZ:
```
87
Properties=species:S:1:pos:R:3:forces:R:3
Ru 0.097412 0.344667 0.388230 0.46 1.14 -0.49
F 1.761772 1.385536 -6.140251 0.05 0.02 -0.03
C 2.632597 1.047453 -5.164337 0.05 -0.07 -0.08
C 2.172472 0.979109 -3.887228 0.04 0.02 0.02
C 3.014980 0.569858 -2.850838 0.04 0.09 0.01
C 2.459312 0.493786 -1.504208 0.01 -0.17 0.01
O 1.274545 0.847862 -1.337555 -0.05 -0.03 0.05
C 3.320664 -0.024003 -0.501640 -0.05 -0.10 -0.14
C 4.592641 -0.351377 -0.853285 0.00 -0.05 -0.02
N 5.141626 -0.233033 -2.087128 0.01 -0.03 0.00
C 6.534880 -0.659589 -2.175196 -0.04 0.02 0.01
C 7.599118 -0.006850 -2.995539 0.03 -0.02 0.00
C 7.143800 -1.420934 -3.307094 0.01 0.01 0.00
C 4.341414 0.221347 -3.133649 0.04 -0.03 0.03
C 4.799409 0.342744 -4.455977 -0.01 0.04 0.07
C 3.968080 0.741452 -5.490776 -0.14 0.06 0.03
N 4.481272 0.857214 -6.800275 0.10 0.02 -0.01
C 3.699291 1.414638 -7.902535 -0.03 0.02 0.05
C 4.602144 1.561808 -9.125670 0.08 0.05 -0.03
N 5.982770 1.923326 -8.654635 0.00 0.00 0.03
C 6.622170 0.768632 -7.902901 0.01 0.07 -0.03
C 5.507568 -0.053960 -7.266234 -0.02 -0.12 -0.03
C 2.939647 -0.211977 0.954286 -0.13 0.23 -0.12
O 3.706923 -0.830898 1.667646 0.20 0.08 -0.01
O 1.866954 0.386005 1.357976 0.14 -0.36 0.25
H 1.137708 1.207391 -3.666192 -0.01 -0.02 -0.01
H 5.233729 -0.749984 -0.078138 -0.02 0.01 0.02
H 6.852888 -0.976578 -1.194675 0.01 0.00 -0.01
H 8.560682 0.121892 -2.519733 0.00 0.00 0.00
H 7.332727 0.801386 -3.659178 -0.02 -0.01 -0.02
H 7.800799 -2.236677 -3.042359 0.00 0.00 0.00
H 6.549681 -1.608859 -4.188320 0.01 0.00 0.00
H 5.830661 0.147276 -4.678364 -0.01 0.02 -0.02
H 3.325499 2.396103 -7.615336 -0.05 0.00 0.02
H 2.837448 0.807342 -8.191270 0.01 -0.04 0.01
H 4.243151 2.345050 -9.789014 0.00 0.00 0.01
H 4.713680 0.644746 -9.699609 -0.06 -0.01 0.00
H 5.913396 2.725291 -8.026496 -0.03 -0.01 0.01
H 6.570375 2.206175 -9.438261 0.01 0.00 0.01
H 7.270502 1.215568 -7.152315 0.03 -0.04 0.00
H 7.222569 0.202281 -8.612365 -0.03 -0.03 0.00
H 5.930170 -0.641697 -6.457597 -0.04 0.03 0.01
H 5.097333 -0.777556 -7.979916 0.02 -0.01 -0.01
F -2.737588 5.025319 3.071482 0.01 0.01 -0.01
C -1.776759 4.136443 3.382930 -0.03 -0.05 0.02
F -1.071468 4.672524 4.396429 0.01 0.00 0.00
F -2.376885 3.037351 3.844944 -0.01 0.02 0.01
C -0.894496 3.862207 2.198537 0.02 -0.10 -0.06
C -0.260054 4.930166 1.591802 0.04 0.05 -0.05
C 0.572790 4.731552 0.498094 -0.03 0.05 0.04
C 0.744292 3.445258 0.030353 -0.10 -0.09 0.01
N 0.131129 2.419356 0.608878 -0.07 0.24 0.28
C -0.670654 2.583812 1.681166 0.03 -0.09 -0.08
S -1.220723 1.007632 2.160298 -0.30 0.30 0.40
H -0.420866 5.928232 1.980088 0.00 0.00 0.00
H 1.072369 5.559134 0.017698 0.00 0.00 0.00
H 1.361257 3.212220 -0.825106 0.03 -0.01 -0.01
F 0.266540 -3.382929 -3.975721 0.02 -0.01 -0.01
C -0.423960 -2.263037 -4.178198 -0.03 0.03 -0.03
F 0.399324 -1.348966 -4.705102 0.00 0.00 0.01
F -1.403794 -2.500624 -5.034899 0.01 -0.01 0.02
S -1.069805 -1.695193 -2.551928 0.01 0.17 0.11
O 0.099761 -1.406717 -1.752326 0.01 -0.31 -0.23
O -1.906046 -2.763356 -2.068834 0.00 -0.01 -0.05
N -1.857138 -0.425392 -3.024763 -0.13 -0.03 0.13
S -2.467554 0.640951 -2.040446 0.21 -0.01 -0.23
O -3.114708 1.666820 -2.782164 0.05 0.04 0.00
O -1.534941 1.076661 -1.005455 -0.25 -0.51 0.20
C -3.821253 -0.215352 -1.108540 -0.02 0.05 -0.09
F -3.314945 -0.994219 -0.148303 0.04 0.00 0.00
F -4.593740 0.705455 -0.552197 0.01 -0.04 0.04
F -4.537737 -0.959773 -1.938022 -0.04 0.01 0.04
C -1.544607 -4.895738 0.971544 0.01 -0.02 0.01
C -0.829546 -3.666061 1.412593 -0.01 0.03 0.01
C -0.044082 -3.400534 2.513259 -0.04 -0.03 -0.03
C 0.354936 -2.063069 2.406074 -0.06 0.10 0.11
N -0.162654 -1.533541 1.283301 0.19 -0.63 -0.35
N -0.881041 -2.532151 0.709088 -0.09 0.11 0.09
C 1.160348 -1.338633 3.430010 -0.03 0.00 0.09
H -1.391097 -5.690423 1.697550 0.00 0.00 0.00
H -1.177894 -5.234472 0.002282 0.00 0.01 -0.01
H -2.615802 -4.715390 0.879511 0.00 0.01 0.00
H 0.198529 -4.075685 3.315409 0.01 0.00 0.00
H -1.370491 -2.396745 -0.162380 0.04 -0.04 0.00
H 0.963819 -1.797005 4.398731 0.00 -0.01 0.02
H 0.906711 -0.284371 3.475952 -0.02 -0.03 0.01
H 2.226344 -1.408467 3.214575 -0.08 -0.01 0.02
```
Positions in Å, forces in eV/Å.

Calculated values
Energy relative to the best compared isomer or geometry (same formula, charge and spin) (kJ/mol): 115.7
Orbital gap (spin up / spin down) (eV): 6.02 / 5.90
HOMO (spin up / spin down) (hartree): -0.3512 / -0.3469
Total charge: +1
Multiplicity: 2
⟨S²⟩: 0.754
Total energy (Eh): -4358.465719

Results of the Löwdin charge analysis, in e, for atoms 1 through 8: number 1, Ru, carries 1.215; number 2, F, carries 0.070; number 3, C, carries -0.187; number 4, C, carries 0.089; number 5, C, carries -0.038; number 6, C, carries -0.279; number 7, O, carries -0.116; number 8, C, carries -0.008

Entry 3:
# H4O2P2

A single H4O2P2 molecule at a distorted geometry (ωB97M-V/def2-TZVPD, the OMol25 dataset).

Geometry as XYZ:
```
8
Properties=species:S:1:pos:R:3:forces:R:3
O 1.379749 -0.429561 1.266717 0.09 0.26 0.77
P -0.166748 0.169590 1.448839 0.35 0.47 0.44
O -0.795482 -0.000633 -0.015559 1.43 1.29 -4.50
P -0.203586 0.845286 -1.595167 -0.74 -1.17 2.10
H 1.998757 0.068713 1.857547 -0.89 -0.57 -0.81
H -1.024515 -0.932192 1.616355 0.44 -0.76 1.47
H 0.247168 -0.190933 -2.510064 0.37 -0.06 1.07
H -1.435343 0.469730 -2.068667 -1.05 0.53 -0.56
```
Positions in Å, forces in eV/Å.

Calculated values
Energy relative to the best compared isomer or geometry (same formula, charge and spin) (kJ/mol): 140.4
Orbital gap (eV): 8.82
HOMO (hartree): -0.3165
Total charge: 0
Total energy (Eh): -835.550337

Löwdin analysis output, partial charges in e: number 1, O, carries -0.383; number 2, P, carries 0.663; number 3, O, carries -0.833; number 4, P, carries 0.822; number 5, H, carries 0.046; number 6, H, carries -0.052; number 7, H, carries -0.119; number 8, H, carries -0.143

Entry 4:
# C4H9N2

2 unconnected molecules or ions with the total composition C4H9N2 at a distorted geometry (ωB97M-V/def2-TZVPD, the OMol25 dataset).

Geometry as XYZ:
```
15
Properties=species:S:1:pos:R:3:forces:R:3
C 0.739870 2.050277 2.130993 0.52 -1.13 2.15
C 1.105108 0.942670 1.241954 0.53 1.79 -1.93
C -0.042073 1.021277 0.375558 1.71 -0.80 1.39
C -0.243223 -2.032833 -1.490407 -2.35 0.67 -1.26
N -0.392928 1.295345 1.590712 -3.28 0.70 1.10
N -1.093775 -0.763512 -1.520340 2.86 0.39 -0.52
H 0.795059 1.947827 3.260236 0.34 0.08 -1.59
H 0.863819 3.024276 1.752551 -0.18 1.03 -0.44
H 1.692459 0.106292 1.443286 0.53 -1.56 0.56
H -0.612234 0.364155 -0.341919 -0.12 -0.08 -1.03
H 0.743246 -1.820825 -1.756907 1.69 0.87 0.01
H -0.312803 -2.361135 -0.488470 0.07 -1.01 0.79
H -0.489490 -2.790175 -2.268029 -0.55 0.38 0.85
H -2.055235 -0.875514 -1.707929 -1.12 -0.54 -0.32
H -0.697801 -0.108127 -2.221288 -0.66 -0.79 0.26
```
Positions in Å, forces in eV/Å.

Calculated values
Energy relative to the best compared isomer or geometry (same formula, charge and spin) (kJ/mol): 549.8
Orbital gap (eV): 8.60
HOMO (hartree): -0.5170
Total charge: +1
Total energy (Eh): -266.889889

Results of the Löwdin charge analysis, in e, for atoms 1 through 8: number 1, C, carries -0.016; number 2, C, carries 0.023; number 3, C, carries 0.129; number 4, C, carries -0.092; number 5, N, carries 0.152; number 6, N, carries -0.071; number 7, H, carries 0.166; number 8, H, carries 0.122

Entry 5:
# C29H19AsN3O9PtS

A molecular structure, C29H19AsN3O9PtS (ωB97M-V/def2-TZVPD, the OMol25 dataset).

Geometry as XYZ:
```
63
Properties=species:S:1:pos:R:3:forces:R:3
Pt -0.158629 -0.364214 0.633971 -0.52 0.67 0.51
O 2.844409 -1.568427 -3.139305 -0.05 0.00 0.02
C 4.002187 -1.695374 -2.485910 0.00 -0.01 0.00
C 5.115581 -2.108797 -3.224522 -0.02 0.00 0.00
C 6.338678 -2.266502 -2.611574 -0.02 0.00 0.01
C 6.493291 -2.015160 -1.247127 0.03 -0.01 0.00
C 5.403725 -1.600477 -0.514433 -0.05 0.03 0.00
C 4.147089 -1.431273 -1.110930 0.12 0.01 0.14
C 2.985289 -0.985584 -0.326769 -0.42 -0.33 -0.52
O 1.866317 -0.881837 -0.826337 0.53 -0.15 -0.54
N 3.222846 -0.658260 1.002839 -0.12 0.56 0.52
N 2.136364 -0.432135 1.643145 0.67 -0.50 -0.17
C 2.204138 -0.345964 2.962541 -0.39 0.43 0.17
C 1.179562 0.188249 3.752248 0.26 -0.06 -0.04
C 1.330042 0.091228 5.166456 0.02 -0.01 0.10
C 0.401745 0.587888 6.023119 0.08 -0.05 -0.07
C -0.748158 1.249130 5.511583 -0.06 0.04 -0.04
C -0.926064 1.396749 4.176222 -0.07 0.01 0.12
C 0.019910 0.874776 3.240140 0.02 -0.02 0.08
O -0.202674 1.092260 2.005050 -0.04 0.09 0.00
H 2.155902 -1.303221 -2.488976 0.00 0.02 0.01
H 4.978836 -2.302033 -4.279978 0.00 0.00 0.00
H 7.187758 -2.591120 -3.200576 0.00 0.00 0.00
H 7.455817 -2.143820 -0.770944 0.00 0.00 0.00
H 5.494644 -1.390110 0.541840 0.02 0.00 0.00
H 3.095887 -0.739375 3.443977 -0.06 -0.10 -0.02
H 2.205791 -0.423713 5.542253 -0.02 -0.01 0.02
H 0.522806 0.470319 7.091242 0.01 -0.01 0.00
H -1.495840 1.626079 6.197663 0.01 0.01 0.01
H -1.800399 1.881125 3.763104 0.01 0.00 -0.02
O -1.550603 -4.080008 1.629687 -0.02 -0.03 0.03
As -1.652943 -2.556738 2.473436 -0.20 0.04 -0.20
O -2.033991 -2.781940 4.035524 0.00 -0.06 0.15
O -0.204029 -1.704967 2.240634 -0.02 -0.01 -0.29
C -3.094888 -1.527393 1.620451 -0.02 0.02 0.07
C -3.945858 -0.942716 2.551468 0.03 0.00 0.00
C -4.969530 -0.092417 2.149278 -0.01 0.01 0.01
C -5.151651 0.189042 0.806619 0.02 -0.02 0.00
C -4.318913 -0.394948 -0.138955 -0.04 0.01 0.01
C -3.310291 -1.251600 0.265798 0.05 -0.04 -0.01
S -2.320112 -2.004498 -1.010644 0.16 0.00 0.22
O -2.613795 -3.420831 -1.015436 -0.09 -0.03 0.02
O -2.545010 -1.285905 -2.230458 0.00 0.05 -0.02
O -0.913337 -1.871873 -0.460768 0.05 -0.25 -0.38
H -1.740141 -3.973221 0.679344 -0.01 -0.02 -0.01
H -3.784053 -1.168104 3.599157 0.00 0.00 0.00
H -5.618123 0.354179 2.892970 0.00 0.00 0.00
H -5.936630 0.862335 0.486512 0.00 0.00 0.01
H -4.431583 -0.180552 -1.192839 0.01 -0.02 0.00
N -2.157780 5.524320 -7.130536 0.01 0.00 0.00
C -1.889809 4.868211 -6.223960 -0.03 0.04 -0.06
C -1.556910 4.053347 -5.092076 0.02 -0.07 0.07
C -1.898501 2.699504 -5.077096 0.00 0.01 -0.01
C -1.574315 1.916315 -3.987831 0.00 0.00 0.03
C -0.900793 2.468228 -2.888864 -0.01 -0.07 -0.07
C -0.567615 3.827641 -2.913353 0.01 -0.01 -0.01
C -0.890578 4.613201 -4.001891 -0.01 0.01 -0.02
C -0.575907 1.643562 -1.774441 -0.04 0.24 0.13
C -0.370987 0.952611 -0.802254 0.21 -0.45 0.05
H -2.417800 2.270593 -5.923875 0.00 0.00 0.00
H -1.839006 0.867144 -3.954120 0.00 0.00 -0.01
H -0.051704 4.253884 -2.063790 0.00 0.00 0.00
H -0.629684 5.663193 -4.017731 0.00 0.00 0.00
```
Positions in Å, forces in eV/Å.

Calculated values
Energy relative to the best compared isomer or geometry (same formula, charge and spin) (kJ/mol): 13.3
Orbital gap (spin up / spin down) (eV): 5.19 / 5.16
HOMO (spin up / spin down) (hartree): -0.2065 / -0.2119
Total charge: -1
Total energy (Eh): -4711.173515

Results of the Löwdin charge analysis, in e, for atoms 1 through 8: number 1, Pt, carries 1.294; number 2, O, carries 0.093; number 3, C, carries -0.258; number 4, C, carries -0.012; number 5, C, carries -0.084; number 6, C, carries -0.099; number 7, C, carries -0.036; number 8, C, carries -0.077